No. 1
A 3-piece molecular cluster, C3H11NO2 overall, computed with ωB97M-V/def2-TZVPD.

Results
orbital gap = 8.947 eV
ΔE to the lowest compared entry with this formula, charge and spin = 19.11 kcal/mol
highest occupied orbital energy = -8.3 eV
SMILES string = C/C=C/N.O.O

```
! RIJCOSX wB97M-V def2-TZVPD def2/J DEFGRID3
* xyz 0 1
C 0.595 0.740 2.187
C 0.073 -0.491 1.525
C 0.832 -1.160 0.644
N 0.437 -2.316 -0.079
H 1.612 1.019 1.910
H -0.093 1.573 2.008
H 0.688 0.700 3.281
H -0.868 -0.918 1.851
H 1.797 -0.767 0.341
H 0.276 -2.113 -1.069
H -0.474 -2.554 0.315
O -0.636 -0.619 -2.740
H -1.586 -0.453 -2.615
H -0.561 -0.294 -3.646
O -0.941 2.618 -1.656
H -0.090 2.982 -1.403
H -1.061 2.053 -0.856
*
```

No. 2
C19H25As2CrNO4S as an isolated structure, computed with ωB97M-V/def2-TZVPD.

Results
orbital gap (spin up / spin down) = 8.598 / 9.061 eV
ΔE to the lowest compared entry with this formula, charge and spin = 1.68 kcal/mol
highest occupied orbital energy (spin up / spin down) = -8.2 / -8.7 eV
<S²> = 6.020

```
! RIJCOSX wB97M-V def2-TZVPD def2/J DEFGRID3
* xyz 0 5
Cr -0.850 0.057 0.564
C -4.141 -3.211 -1.239
As -2.534 -2.136 -0.924
C -2.050 -2.973 0.794
C -1.247 -3.118 -2.041
C -1.530 -4.372 -2.571
C -0.613 -5.034 -3.374
C 0.608 -4.446 -3.662
C 0.906 -3.196 -3.141
C -0.010 -2.526 -2.338
As 0.414 -0.781 -1.592
C 2.359 -0.780 -1.604
C -0.026 0.444 -3.027
H -4.035 -4.218 -0.839
H -4.358 -3.253 -2.305
H -4.970 -2.713 -0.737
H -2.046 -4.059 0.701
H -2.778 -2.674 1.548
H -1.061 -2.647 1.122
H -2.478 -4.848 -2.357
H -0.854 -6.011 -3.773
H 1.328 -4.956 -4.289
H 1.863 -2.740 -3.366
H 2.768 -0.792 -2.612
H 2.720 -1.643 -1.047
H 2.691 0.129 -1.103
H 0.501 0.190 -3.945
H 0.224 1.451 -2.696
H -1.103 0.403 -3.178
C 3.631 5.269 2.261
C 2.687 4.119 2.480
C 2.728 2.990 1.668
C 1.837 1.946 1.855
C 0.897 2.027 2.871
C 0.851 3.134 3.708
C 1.743 4.171 3.504
S -0.329 0.768 3.044
O 0.188 -0.439 2.318
O -0.586 0.584 4.439
N -1.560 1.124 2.134
C -1.944 2.473 1.701
C -1.473 2.564 0.233
O -0.828 3.505 -0.177
O -1.793 1.473 -0.431
H 4.369 5.034 1.497
H 4.157 5.521 3.182
H 3.082 6.156 1.941
H 3.465 2.929 0.877
H 1.879 1.064 1.229
H 0.130 3.169 4.514
H 1.709 5.040 4.150
H -1.507 3.276 2.292
H -3.031 2.558 1.741
*
```

No. 3
C36H48BF3N9S4Ti as an isolated structure, computed with ωB97M-V/def2-TZVPD.

Results
orbital gap (spin up / spin down) = 6.969 / 6.751 eV
ΔE to the lowest compared entry with this formula, charge and spin = 5.58 kcal/mol
highest occupied orbital energy (spin up / spin down) = -9.6 / -10.2 eV
<S²> = 2.012

```
! RIJCOSX wB97M-V def2-TZVPD def2/J DEFGRID3
* xyz 1 3
Ti -0.307 0.093 -0.507
C -4.168 -3.317 -1.391
C -3.081 -3.321 -0.371
C -2.505 -4.456 0.118
C -1.424 -4.384 1.039
N -1.020 -3.242 1.517
N -1.620 -2.125 1.076
B -1.111 -0.823 1.654
N -2.209 0.073 2.220
N -3.176 -0.547 2.898
C -4.088 0.180 3.475
C -4.041 1.599 3.413
C -3.066 2.233 2.699
C -2.972 3.715 2.573
C -2.122 1.393 2.035
S -0.897 2.011 1.006
C -5.193 -0.540 4.225
C -6.527 -0.191 3.553
C -5.205 -0.073 5.685
C -4.985 -2.055 4.185
N -0.012 -1.027 2.685
N -0.496 -1.339 3.890
C 0.329 -1.652 4.847
C 1.728 -1.680 4.611
C 2.230 -1.348 3.389
C 3.686 -1.353 3.079
C 1.290 -0.982 2.372
S 1.781 -0.473 0.831
C -0.319 -1.994 6.181
C 0.722 -2.212 7.277
C -1.246 -0.839 6.587
C -1.144 -3.272 5.995
C -2.532 -2.086 0.082
S -2.888 -0.574 -0.618
C -0.696 -5.637 1.481
C 0.400 -5.305 2.491
C -1.701 -6.605 2.121
C -0.065 -6.280 0.238
H -4.477 -4.332 -1.629
H -3.821 -2.825 -2.301
H -5.031 -2.754 -1.032
H -2.846 -5.424 -0.222
H -4.795 2.178 3.929
H -3.758 4.201 3.146
H -3.053 4.010 1.526
H -2.002 4.068 2.925
H -6.733 0.880 3.588
H -7.342 -0.701 4.067
H -6.532 -0.505 2.508
H -5.394 0.997 5.776
H -4.257 -0.297 6.179
H -5.997 -0.591 6.227
H -4.993 -2.432 3.163
H -5.788 -2.543 4.739
H -4.034 -2.336 4.635
H 2.403 -1.962 5.406
H 4.269 -1.608 3.961
H 4.002 -0.378 2.707
H 3.899 -2.076 2.289
H 1.344 -1.327 7.429
H 1.371 -3.062 7.062
H 0.215 -2.422 8.219
H -0.684 0.084 6.738
H -1.751 -1.083 7.523
H -1.999 -0.663 5.820
H -0.507 -4.119 5.731
H -1.885 -3.141 5.206
H -1.661 -3.517 6.923
H -0.014 -4.839 3.386
H 1.136 -4.621 2.068
H 0.910 -6.224 2.781
H -2.217 -6.139 2.963
H -1.175 -7.485 2.492
H -2.450 -6.948 1.407
H 0.653 -5.605 -0.230
H -0.815 -6.545 -0.507
H 0.456 -7.195 0.523
F -1.512 -3.872 -3.763
C -0.856 -3.070 -4.629
F 0.431 -3.450 -4.636
F -1.353 -3.327 -5.849
C -1.024 -1.622 -4.264
C -1.650 -0.740 -5.122
C -1.853 0.586 -4.742
C -1.443 0.965 -3.480
N -0.831 0.117 -2.656
C -0.582 -1.156 -3.013
S 0.248 -2.032 -1.774
H -1.988 -1.087 -6.090
H -2.340 1.288 -5.400
H -1.614 1.964 -3.094
C 2.623 3.206 -3.894
N 2.903 2.167 -2.909
C 4.246 1.597 -2.844
C 1.998 1.799 -2.055
N 1.208 1.469 -1.274
H 3.267 4.070 -3.718
H 1.584 3.513 -3.809
H 2.803 2.818 -4.897
H 4.968 2.372 -2.581
H 4.505 1.170 -3.813
H 4.266 0.813 -2.092
*
```

No. 4
A 2-piece molecular cluster, C5H10O2 overall, computed with ωB97M-V/def2-TZVPD.

Results
orbital gap = 10.799 eV
ΔE to the lowest compared entry with this formula, charge and spin = 55.20 kcal/mol
highest occupied orbital energy = -9.9 eV
SMILES string = C=CCO.CC=O

```
! RIJCOSX wB97M-V def2-TZVPD def2/J DEFGRID3
* xyz 0 1
C 0.289 -0.638 1.521
C 1.122 0.318 1.117
C 2.057 0.201 -0.061
O 2.461 1.464 -0.550
H -0.347 -0.520 2.394
H 0.227 -1.591 0.996
H 1.175 1.268 1.650
H 2.973 -0.318 0.243
H 1.586 -0.397 -0.852
H 1.738 1.797 -1.097
C -2.334 -0.700 -0.668
C -1.338 0.416 -0.881
O -0.490 0.391 -1.747
H -3.147 -0.402 0.001
H -1.822 -1.563 -0.227
H -2.735 -1.013 -1.637
H -1.413 1.287 -0.200
*
```

No. 5
C35H39N3O5SSbSn as an isolated structure, computed with ωB97M-V/def2-TZVPD.

Results
orbital gap = 4.741 eV
ΔE to the lowest compared entry with this formula, charge and spin = 53.19 kcal/mol
highest occupied orbital energy = -9.7 eV

```
! RIJCOSX wB97M-V def2-TZVPD def2/J DEFGRID3
* xyz 1 1
Sn 12.174 10.016 16.981
C 11.295 6.589 18.902
C 12.725 6.514 18.493
C 13.790 6.311 19.412
C 15.127 6.199 19.032
C 16.279 6.099 20.068
C 15.390 6.319 17.624
C 14.378 6.715 16.741
C 14.686 6.887 15.222
C 13.032 6.876 17.193
H 10.648 6.274 18.023
H 10.925 7.533 19.261
H 11.004 5.879 19.685
H 13.537 6.368 20.412
H 17.221 5.918 19.510
H 16.138 5.287 20.793
H 16.283 7.007 20.698
H 16.406 6.076 17.206
H 14.746 5.902 14.784
H 15.657 7.415 14.992
H 13.897 7.457 14.757
H 12.282 7.249 16.483
C 7.604 10.994 19.432
O 8.232 9.915 18.592
C 9.274 10.307 17.906
O 10.289 9.503 18.017
N 9.236 11.434 17.207
N 10.358 11.772 16.423
H 6.552 11.033 19.174
H 8.104 11.969 19.293
H 7.755 10.606 20.408
H 8.348 11.859 17.041
H 10.774 12.675 16.695
H 10.189 11.677 15.428
C 11.811 8.370 7.470
C 12.165 9.667 7.752
C 12.253 9.994 9.081
C 11.970 9.087 10.066
C 11.774 7.768 9.757
C 11.652 7.388 8.437
Sb 11.766 9.484 12.242
C 9.700 8.668 12.286
C 9.176 8.487 13.546
C 7.855 8.098 13.727
C 6.996 7.968 12.657
C 7.544 8.154 11.429
C 8.891 8.425 11.202
C 11.556 11.605 11.720
C 12.521 12.584 12.042
C 12.292 13.933 11.795
C 11.103 14.302 11.180
C 10.206 13.343 10.716
C 10.432 11.986 11.048
H 11.533 8.134 6.453
H 12.297 10.360 6.937
H 12.535 11.039 9.257
H 11.754 6.936 10.458
H 11.434 6.372 8.080
H 9.821 8.620 14.407
H 7.562 7.894 14.746
H 5.954 7.757 12.752
H 6.894 7.994 10.557
H 9.197 8.598 10.169
H 13.523 12.358 12.452
H 13.057 14.635 12.150
H 10.908 15.379 11.005
H 9.284 13.576 10.183
H 9.669 11.286 10.789
N 13.294 11.618 18.575
C 14.083 12.319 17.612
C 15.247 11.741 17.035
C 15.780 12.226 15.890
C 15.228 13.408 15.324
C 14.243 14.135 16.005
C 13.692 13.598 17.192
S 15.889 13.976 13.720
O 16.099 12.818 12.890
O 17.231 14.561 14.139
O 14.994 14.928 13.202
H 13.894 10.983 19.150
H 12.599 12.218 19.076
H 15.708 10.822 17.419
H 16.531 11.690 15.302
H 13.721 14.974 15.542
H 12.908 14.223 17.648
*
```

No. 6
C32H50BN7O9Pb2 as an isolated structure, computed with ωB97M-V/def2-TZVPD.

Results
orbital gap = 6.117 eV
highest occupied orbital energy = -13.8 eV

```
! RIJCOSX wB97M-V def2-TZVPD def2/J DEFGRID3
* xyz 2 1
Pb -2.846 3.259 -3.111
Pb -3.183 -4.192 4.275
O -1.266 -3.142 2.875
C -0.730 -2.235 2.277
O -1.219 -1.033 2.204
B -0.440 -0.294 1.195
O 0.558 -1.226 0.610
C 0.499 -2.351 1.302
O 1.123 -3.343 1.077
O 0.168 0.945 1.718
C -0.346 2.026 1.144
O -0.031 3.166 1.318
C -1.314 1.497 0.034
O -1.228 0.175 0.063
O -2.010 2.186 -0.663
O -1.420 -3.306 5.741
H -1.092 -4.199 5.534
C 4.337 1.511 0.608
C 3.278 0.815 1.510
C 3.973 0.318 2.785
C 2.964 -0.015 3.746
N 2.187 -0.297 4.542
H 3.854 2.178 -0.106
H 4.991 0.764 0.154
H 5.060 2.131 1.140
H 2.622 0.077 1.060
H 2.738 1.729 1.769
H 4.540 1.102 3.288
H 4.561 -0.570 2.549
C 2.948 5.868 -2.713
C 2.909 4.930 -1.543
C 2.051 3.656 -1.746
C 0.730 3.928 -2.238
N -0.361 4.128 -2.540
H 2.035 6.300 -3.115
H 3.362 5.274 -3.533
H 3.715 6.592 -2.436
H 2.618 5.324 -0.566
H 3.852 4.462 -1.250
H 2.011 3.213 -0.747
H 2.573 2.898 -2.333
C 1.559 -7.196 2.317
C 0.223 -7.442 1.634
C -0.242 -6.280 0.765
C 0.742 -5.907 -0.254
N 1.544 -5.613 -1.022
H 1.842 -7.874 3.120
H 1.561 -6.166 2.686
H 2.418 -7.190 1.641
H -0.469 -7.707 2.438
H 0.147 -8.316 0.982
H -0.324 -5.388 1.393
H -1.237 -6.514 0.388
C -1.235 7.972 1.099
C -1.259 6.639 1.849
C -2.288 5.524 1.450
C -2.451 5.346 0.022
N -2.631 5.197 -1.103
H -0.855 8.798 1.702
H -2.241 8.377 0.946
H -0.714 7.952 0.144
H -1.641 6.775 2.862
H -0.262 6.204 1.887
H -3.288 5.782 1.818
H -2.208 4.597 2.020
C 4.555 -1.326 -2.236
C 3.155 -1.712 -1.766
C 2.521 -2.991 -2.308
C 2.439 -3.088 -3.767
N 2.361 -3.125 -4.915
H 5.017 -0.645 -1.521
H 4.534 -0.898 -3.238
H 5.242 -2.172 -2.288
H 2.404 -0.932 -1.920
H 3.013 -1.817 -0.687
H 1.541 -3.117 -1.849
H 3.128 -3.834 -1.974
C -7.088 -1.945 0.422
C -6.232 -0.799 0.922
C -4.736 -1.062 0.816
C -4.273 -2.253 1.543
N -3.899 -3.230 2.016
H -6.737 -2.211 -0.578
H -8.133 -1.677 0.278
H -7.020 -2.826 1.061
H -6.512 -0.449 1.917
H -6.530 0.047 0.299
H -4.157 -0.214 1.190
H -4.351 -1.196 -0.197
C -0.082 -0.085 -3.179
C -0.974 -1.177 -3.759
C -2.175 -1.346 -2.824
C -3.023 -0.183 -2.695
N -3.764 0.695 -2.614
H 0.813 -0.012 -3.800
H 0.324 -0.327 -2.198
H -0.584 0.885 -3.097
H -0.304 -2.038 -3.782
H -1.238 -1.013 -4.803
H -1.907 -1.640 -1.809
H -2.790 -2.102 -3.322
*
```

No. 7
C15H29N4O7Pd as an isolated structure, computed with ωB97M-V/def2-TZVPD.

Results
orbital gap (spin up / spin down) = 7.192 / 7.194 eV
ΔE to the lowest compared entry with this formula, charge and spin = 23.48 kcal/mol
highest occupied orbital energy (spin up / spin down) = -11.6 / -11.6 eV

```
! RIJCOSX wB97M-V def2-TZVPD def2/J DEFGRID3
* xyz 1 1
Pd -1.379 0.106 -0.056
O 0.488 1.194 3.812
C -0.149 0.343 2.886
O 0.356 0.308 1.710
C -0.459 -0.979 3.582
O -1.421 -1.716 2.845
C -2.656 -1.039 2.789
C -2.483 0.344 2.179
O -3.156 0.760 1.221
O -1.576 1.075 2.754
H 0.078 2.066 3.745
H -0.814 -0.792 4.599
H 0.446 -1.583 3.617
H -3.075 -0.897 3.794
H -3.347 -1.631 2.199
N 0.384 0.042 -1.301
C 0.837 1.461 -1.472
C 1.844 1.629 -2.621
C 3.248 1.057 -2.379
C 4.202 2.007 -1.630
N 3.706 2.615 -0.394
C 3.287 1.953 0.669
N 3.591 0.664 0.814
N 2.525 2.553 1.583
C -0.334 2.461 -1.492
O -0.040 3.618 -1.744
O -1.471 1.980 -1.155
H 1.022 -0.439 -0.673
H 0.336 -0.461 -2.181
H 1.303 1.699 -0.522
H 1.915 2.695 -2.842
H 1.398 1.167 -3.508
H 3.755 0.854 -3.324
H 3.168 0.085 -1.882
H 4.417 2.859 -2.272
H 5.159 1.519 -1.432
H 3.364 3.560 -0.480
H 4.323 0.251 0.264
H 3.255 0.172 1.628
H 2.134 3.458 1.374
H 1.976 1.953 2.186
C -3.954 -2.076 -0.486
C -2.533 -2.441 -0.971
C -2.314 -3.955 -0.906
C -2.369 -1.929 -2.428
C -1.517 -1.734 -0.173
H -4.663 -2.545 -1.170
H -4.128 -1.001 -0.482
H -4.144 -2.474 0.509
H -3.072 -4.462 -1.505
H -2.394 -4.324 0.117
H -1.335 -4.233 -1.299
H -3.129 -2.433 -3.027
H -1.395 -2.200 -2.839
H -2.513 -0.852 -2.501
H -0.697 -2.314 0.269
*
```

No. 8
A 3-piece molecular cluster, C5H12NOS overall, computed with ωB97M-V/def2-TZVPD.

Results
orbital gap = 3.277 eV
ΔE to the lowest compared entry with this formula, charge and spin = 175.67 kcal/mol
highest occupied orbital energy = -2.5 eV

```
! RIJCOSX wB97M-V def2-TZVPD def2/J DEFGRID3
* xyz -1 1
C -0.648 0.269 0.163
N 0.203 0.376 -1.013
C 1.485 -0.266 -1.003
C 2.577 0.774 -1.219
S -3.549 -0.085 -0.450
C 2.351 -0.029 0.203
O 2.131 0.708 1.254
C -0.415 -1.000 0.987
H -1.715 0.137 -0.257
H -0.679 1.233 0.667
H -0.345 0.238 -1.855
H 1.606 -1.290 -1.357
H 2.208 1.761 -1.019
H 3.598 0.732 -1.560
H 3.147 -0.800 0.234
H 0.604 -1.431 4.895
H 1.286 -1.230 4.682
H -0.036 -1.801 0.358
H 0.186 -0.783 1.867
H -1.375 -1.327 1.394
*
```

No. 9
C19H10CrN5O4S as an isolated structure, computed with ωB97M-V/def2-TZVPD.

Results
orbital gap (spin up / spin down) = 7.421 / 7.877 eV
ΔE to the lowest compared entry with this formula, charge and spin = 0.54 kcal/mol
highest occupied orbital energy (spin up / spin down) = -11.5 / -11.9 eV
<S²> = 6.012

```
! RIJCOSX wB97M-V def2-TZVPD def2/J DEFGRID3
* xyz 1 5
Cr 0.085 -0.126 0.955
S 2.958 -5.130 -4.083
N 1.480 -5.036 -3.448
C 1.459 -3.948 -2.694
C 0.326 -3.474 -1.926
C -0.909 -4.129 -1.911
C -1.936 -3.598 -1.164
C -1.699 -2.432 -0.439
N -0.529 -1.805 -0.436
C 0.478 -2.308 -1.175
C 1.749 -1.567 -1.183
N 1.813 -0.435 -0.455
C 2.935 0.275 -0.473
C 4.061 -0.100 -1.200
C 4.012 -1.262 -1.937
C 2.834 -2.014 -1.938
C 2.681 -3.238 -2.698
N 3.613 -3.797 -3.456
H -1.036 -5.036 -2.487
H -2.910 -4.062 -1.127
H -2.486 -1.985 0.155
H 2.936 1.188 0.111
H 4.945 0.520 -1.176
H 4.860 -1.603 -2.516
O -0.222 0.329 2.871
C -0.811 1.347 3.300
C -1.384 2.388 2.528
C -2.010 3.440 3.239
C -2.576 4.468 2.552
C -2.552 4.513 1.147
C -1.951 3.509 0.441
C -1.347 2.408 1.102
O -0.797 1.483 0.383
N -3.227 5.557 3.291
O -3.243 5.476 4.500
O -3.733 6.442 2.639
H -0.888 1.438 4.387
H -2.041 3.430 4.320
H -3.015 5.351 0.647
H -1.921 3.522 -0.639
*
```

Number 1: DFT total energy -326.10102 Eh. Number 2: DFT total energy -7008.93339 Eh. Number 3: DFT total energy -4660.08224 Eh. Number 4: DFT total energy -346.93746 Eh. Number 5: DFT total energy -2749.89157 Eh. Number 6: DFT total energy -2719.89802 Eh. Number 7: DFT total energy -1462.27459 Eh. Number 8: DFT total energy -725.67463 Eh. Number 9: DFT total energy -2747.24449 Eh.